This record from the Open Molecules 2025 dataset describes an isolated molecule of C17H26N2O3S at a distorted geometry. The level of theory is ωB97M-V/def2-TZVPD.

Geometry as ORCA input:
```
! RIJCOSX wB97M-V def2-TZVPD def2/J DEFGRID3
* xyz 0 1
N -1.38 -0.25 -2.27
C -1.32 -0.67 -0.84
C -1.20 0.60 -0.08
S 0.53 1.37 -0.43
C 0.46 3.03 0.34
C 1.47 4.01 -0.31
C 1.20 4.52 -1.74
C 1.22 6.04 -1.82
C 0.60 6.82 -0.69
C 1.08 6.28 0.61
C 2.08 5.11 0.48
C -0.36 -1.86 -0.42
O 0.62 -1.92 -1.46
C -1.07 -3.19 -0.14
O -2.02 -3.27 0.72
N -0.54 -4.38 -0.62
O -1.08 -5.66 -0.54
C -0.96 -6.31 0.68
C -0.09 -5.95 1.68
C 0.10 -6.72 2.91
C -0.75 -7.88 2.98
C -1.58 -8.30 1.95
C -1.69 -7.53 0.80
H -0.40 -0.08 -2.51
H -1.84 0.67 -2.25
H -2.31 -0.98 -0.63
H -2.00 1.26 -0.43
H -1.31 0.59 1.03
H -0.50 3.45 0.06
H 0.63 3.01 1.48
H 2.32 3.34 -0.48
H 0.18 4.30 -2.16
H 1.95 4.14 -2.47
H 0.63 6.30 -2.74
H 2.24 6.38 -1.92
H -0.45 6.56 -0.75
H 0.85 7.97 -0.67
H 0.29 6.00 1.30
H 1.66 6.97 1.26
H 2.24 4.70 1.46
H 3.09 5.46 0.08
H 0.17 -1.60 0.50
H 1.14 -1.08 -1.64
H -0.01 -4.14 -1.48
H 0.60 -5.09 1.50
H 0.58 -6.36 3.73
H -0.65 -8.57 3.86
H -1.98 -9.26 2.11
H -2.41 -7.81 -0.02
*
```

Values from the calculation:
M in g mol⁻¹: 338.47
SMILES: N[C@H](CSCC1CCCCC1)[C@H](O)C(=O)NOc1ccccc1
Relative energy (zero: lowest compared OMol25 entry of this formula, charge and spin) in kJ/mol: 621.58
LUMO energy in eV: 0.49
HOMO in Ha: -0.3191

Mulliken population analysis, charges in e, atoms 1 to 5:
1. N -0.6113
2. C -0.4690
3. C -1.0841
4. S -0.2156
5. C -0.7706